[1]
Formula: C5H8O2S
Source: the OMol25 dataset
Level of theory: wB97M-V/def2-TZVPD

## Properties
HOMO-LUMO gap: 9.64 eV
SMILES: C=C[C@H](O)COC=S
F_max: 0.0454 Eh/bohr
Energy relative to the best compared isomer or geometry (same formula, charge and spin): 1.6898 eV

Each line ends with the Mulliken charge.
Element x y z (Å)
C: 1.186 2.755 -0.154  -0.7578
C: 1.128 1.888 0.833  -0.2479
C: 1.212 0.400 0.652  0.6149
O: 1.452 0.108 -0.720  -0.5115
C: -0.029 -0.201 1.293  -0.8977
O: -1.245 0.110 0.580  -0.3196
C: -1.650 -0.708 -0.387  0.0866
S: -1.027 -2.058 -1.012  -0.3131
H: 1.074 3.806 -0.066  0.3104
H: 1.257 2.380 -1.218  0.1908
H: 0.988 2.234 1.903  0.2146
H: 2.028 0.070 1.304  0.2322
H: 1.122 -0.795 -0.929  0.2175
H: 0.024 -1.296 1.331  0.4592
H: -0.171 0.251 2.271  0.4035
H: -2.610 -0.255 -0.705  0.3179

Cartesian forces (eV/Å) of the 3 atoms listed first:
-0.152 -0.946 -2.127
-0.054 0.644 1.281
-0.044 0.631 -0.050

[2]
Formula: C5H8O2S
Source: the OMol25 dataset
Level of theory: wB97M-V/def2-TZVPD

## Properties
HOMO-LUMO gap (alpha / beta): 7.89 / 6.34 eV
F_max: 0.0668 Eh/bohr
Energy relative to the best compared isomer or geometry (same formula, charge and spin): 4.2770 eV

Each line ends with the Mulliken charge.
Element x y z (Å)
C: 2.484 1.078 0.253  0.0557
C: -0.510 0.422 -0.453  -0.0988
C: 1.822 -0.090 -0.196  0.3312
C: -2.369 -0.752 0.721  -0.9837
C: -1.903 -0.111 -0.591  -0.5057
O: 3.727 1.207 0.259  -0.5778
O: 0.505 -0.342 -0.600  -0.2100
S: 2.875 -1.536 -0.428  -0.2747
H: 1.760 1.818 0.588  0.2394
H: -0.341 1.501 -0.108  0.2552
H: -3.353 -1.090 0.448  0.2845
H: -2.397 0.192 1.392  0.2706
H: -1.784 -1.502 1.194  0.3589
H: -2.549 0.768 -0.588  0.2623
H: -2.011 -0.769 -1.391  0.4084
H: 4.044 -0.794 -0.500  0.1846

Cartesian forces (eV/Å) of the 3 atoms listed first:
0.060 0.067 -0.453
-1.320 3.120 0.402
0.327 -2.442 -1.159

[3]
Formula: C5H8O2S2
Source: the OMol25 dataset
Level of theory: wB97M-V/def2-TZVPD

## Properties
HOMO-LUMO gap: 8.60 eV
SMILES: CC(=O)OC1CSSC1
F_max: 0.1677 Eh/bohr
Energy relative to the best compared isomer or geometry (same formula, charge and spin): 2.0313 eV

Each line ends with the Mulliken charge.
Element x y z (Å)
C: -2.153 1.087 -0.271  -1.5474
C: -1.910 -0.402 -0.076  0.6358
O: -2.577 -1.210 -0.555  -0.4345
O: -0.677 -0.660 0.542  -0.3811
C: 0.481 -0.392 -0.083  -0.1623
C: 1.209 0.898 0.470  -0.7061
S: 2.848 0.992 -0.268  -0.1447
S: 3.139 -1.127 -0.347  -0.1217
C: 1.431 -1.563 0.309  -0.9289
H: -1.755 1.605 0.434  0.6968
H: -1.535 1.547 -0.867  0.5425
H: -3.214 1.295 -0.593  0.2739
H: 0.262 -0.519 -1.030  0.5881
H: 0.670 1.732 -0.066  0.1980
H: 1.416 0.899 1.414  0.5839
H: 1.110 -2.422 -0.283  0.3868
H: 1.256 -1.760 1.268  0.5208

Cartesian forces (eV/Å) of the 3 atoms listed first:
-5.845 -4.862 -0.957
3.022 4.095 -0.475
-1.955 -3.094 -0.555

What did the second record say?
Formula: C5H8O2S
Source: the OMol25 dataset
Level of theory: wB97M-V/def2-TZVPD

## Properties
HOMO-LUMO gap (alpha / beta): 7.89 / 6.34 eV
F_max: 0.0668 Eh/bohr
Energy relative to the best compared isomer or geometry (same formula, charge and spin): 4.2770 eV

Each line ends with the Mulliken charge.
Element x y z (Å)
C: 2.484 1.078 0.253  0.0557
C: -0.510 0.422 -0.453  -0.0988
C: 1.822 -0.090 -0.196  0.3312
C: -2.369 -0.752 0.721  -0.9837
C: -1.903 -0.111 -0.591  -0.5057
O: 3.727 1.207 0.259  -0.5778
O: 0.505 -0.342 -0.600  -0.2100
S: 2.875 -1.536 -0.428  -0.2747
H: 1.760 1.818 0.588  0.2394
H: -0.341 1.501 -0.108  0.2552
H: -3.353 -1.090 0.448  0.2845
H: -2.397 0.192 1.392  0.2706
H: -1.784 -1.502 1.194  0.3589
H: -2.549 0.768 -0.588  0.2623
H: -2.011 -0.769 -1.391  0.4084
H: 4.044 -0.794 -0.500  0.1846

Cartesian forces (eV/Å) of the 3 atoms listed first:
0.060 0.067 -0.453
-1.320 3.120 0.402
0.327 -2.442 -1.159